This record from OMol25 describes a structure of composition C36H43IrN4O5S. The level of theory is wB97M-V/def2-TZVPD.

Values from the calculation:
Energy above the lowest of the compared OMol25 structures with the same formula, charge and spin ... 0.00 kJ/mol
Highest occupied orbital energy (spin up / spin down) ... -13.25 / -13.30 eV
Energy ... -2494.704673 Ha

ORCA input file:
```
! wB97M-V def2-TZVPD RIJCOSX def2/J DEFGRID3
* xyz 2 5
C -0.6468 3.5847 3.5694
C 0.2740 -4.6895 0.7538
C 0.4082 2.6733 2.9413
C -1.5245 2.1940 -3.9989
C 2.9572 -1.9698 -4.6199
H 1.8370 -4.5850 -0.7280
C 2.1326 -1.0991 -3.9194
C 1.2947 -2.0383 -6.3877
H -0.1940 4.3395 4.3062
C 3.5192 0.1149 1.2848
H -1.1475 4.7935 -6.1380
C 0.4449 1.3179 5.0884
H -3.5168 2.4097 1.8362
C -0.2922 -2.5770 1.6783
H -4.1274 -4.2766 3.9217
H -4.6014 1.2062 2.6751
C 0.8434 1.4945 3.6237
H 1.5459 -1.0254 4.5253
C 0.9636 2.9490 1.6669
C -1.8190 3.3835 -4.6869
C 2.1877 0.7662 1.6330
H 3.8978 -2.2913 -4.2314
C 0.7148 0.5456 -2.2242
H -0.0229 2.2085 5.4863
H -0.7034 -1.9825 2.4977
C -0.0307 0.1606 -3.5428
H -1.9252 -2.8933 3.5357
O -1.7125 -5.8659 2.3514
H -2.9920 1.5149 3.3478
O -2.8659 -3.8095 5.5495
H 0.9615 -2.4273 -7.3474
C -3.1186 -4.4723 4.3187
C 0.4598 4.1213 0.8758
H -2.3277 1.8289 -3.3412
C 1.1584 -4.0427 -0.0847
H -0.6696 4.1406 0.8730
C 1.9687 2.0991 1.0939
C 0.3014 3.2274 -5.7780
H 3.0713 3.7405 0.3218
H -3.6195 -3.9767 6.1759
C -0.9218 3.8919 -5.5998
H -1.2207 4.1540 2.8485
H 1.9835 -2.1109 -0.5927
C 1.6617 0.5370 2.9867
H 3.9869 2.2038 0.4240
C -0.5242 -3.9418 1.6417
H 2.7385 2.3865 -0.9082
O 1.6941 1.2634 -2.1411
O -1.7431 0.7899 0.5474
C -3.5638 1.4767 2.4017
H 2.7576 -1.3791 3.3499
S -2.7862 0.1171 1.4645
H 3.6683 0.2170 0.2093
H 1.5775 1.5880 -5.1796
Ir 0.3970 0.2401 0.7293
C -4.1408 -0.3145 0.3465
C 1.2079 -2.6482 -0.0479
C 0.6111 2.0729 -5.0651
H 4.3030 0.6725 1.8311
O -1.7314 -1.5987 -0.9881
H 1.2735 1.1059 5.7790
C 0.8676 -0.7649 -4.3572
H 3.1631 -3.0812 -6.4702
C 0.4816 -1.1573 -5.6333
N -2.1688 -3.8926 3.3750
H 0.2133 -5.7616 0.8285
N 0.4389 -1.9320 0.7693
C 2.3038 -0.5338 3.8724
C -0.3499 1.4977 -4.2179
C -1.5038 -4.6704 2.4713
H -1.8596 -1.0424 -3.4591
H -5.1417 -0.0539 0.8035
H -1.3411 2.9754 4.1940
H 0.8046 4.1434 -0.1670
H -4.0431 0.1919 -0.6263
H -4.1615 -1.4214 0.2057
H -0.3247 0.5211 5.2088
H 3.1179 -0.1163 4.4619
H -2.7201 3.8947 -4.4055
C -1.0723 -0.7575 -1.6360
H 3.6398 -0.9572 1.5301
C 2.5495 -2.4304 -5.8648
H -0.4669 -0.8270 -6.0603
H 0.7485 5.1124 1.3533
H -2.9171 -5.5685 4.3558
N -1.1303 -0.5493 -2.9925
H 2.4919 -0.6383 -3.0130
N -0.0281 0.0876 -1.1528
C 3.0214 2.6488 0.1592
H 1.0740 3.5677 -6.4735
*
```

This record from OMol25 describes a structure of composition C36H43IrN7OSe2. The level of theory is wB97M-V/def2-TZVPD.

Values from the calculation:
Energy above the lowest of the compared OMol25 structures with the same formula, charge and spin ... 271.17 kJ/mol
Highest occupied orbital energy (spin up / spin down) ... -11.87 / -11.75 eV
Energy ... -6762.731970 Ha

ORCA input file:
```
! wB97M-V def2-TZVPD RIJCOSX def2/J DEFGRID3
* xyz 2 2
C 1.1345 -1.4790 -1.8618
C -4.4159 1.2464 -3.4641
C -2.4528 2.4511 -5.1497
H -1.5831 -1.5703 3.9862
H -0.8694 3.0215 1.5570
Se -1.1994 0.2801 2.3240
H 3.1488 4.3331 -5.2942
H -1.2320 0.7496 -4.5945
H 2.8348 -5.7382 -3.3462
H -1.9305 3.0971 -4.4303
N 1.3895 -0.4987 0.9447
H -4.9053 -1.5636 -1.1489
H -3.0712 1.8601 2.7236
C 2.4591 -5.5935 -2.3339
H -4.1265 -1.0321 2.6085
H -0.6835 -8.0499 -1.8317
C -1.2502 -6.1218 -2.5778
C -1.1913 -2.9781 -0.6622
C 1.1149 0.8265 -2.6297
H -1.6660 -2.2609 -1.3194
H -5.4724 3.0238 -4.0697
H 4.0208 -2.3668 0.7587
H -2.7115 0.3424 -5.5040
H 1.7183 0.7926 2.5472
H -2.0167 -2.1143 2.3401
C -2.2838 0.9972 -4.7429
C 2.3154 1.4541 -4.6729
N 0.8334 -0.1503 -1.6773
H 2.9830 1.1531 -5.4712
C -1.3637 -4.7840 -2.2893
C 3.2974 -0.7351 2.0942
C -0.3652 -6.5408 -0.3390
C -0.7600 -6.9940 -1.6030
H 4.0759 -0.5780 2.8188
H 0.4452 -1.6898 -3.8821
C -4.4450 2.6858 -3.9501
H 2.4929 3.3374 -6.5865
H 1.1768 -4.0146 -4.1350
C 2.1428 -3.5142 -0.9419
H -5.9677 -1.6242 0.2633
H 2.6265 -4.0177 -0.1128
C 1.9826 0.5373 -3.6992
H -5.1050 0.4216 2.8128
H -0.1837 -4.8314 0.9320
C 1.3285 -3.5058 -3.1900
C 0.9138 -2.2021 -3.0519
H -2.9350 0.6653 4.0069
H 2.4293 -0.4440 -3.7536
H 3.2578 -5.8350 -1.6342
H -1.5433 -6.5040 -3.5456
C -4.1922 0.0288 2.3681
C 1.9645 -4.1926 -2.1427
C 0.6725 2.1652 -2.5588
C 1.7349 -2.1977 -0.7929
C -4.9373 -1.5107 -0.0615
C -2.3737 0.5386 -2.3758
O -3.8195 2.7964 -5.2129
C 2.2583 3.7972 -5.6276
H -1.7547 -4.0888 -3.0215
H -1.9740 4.9534 -0.0360
C 1.0626 3.0906 -3.5291
H -3.9425 3.3354 -3.2198
Se -4.2241 0.2267 0.4414
H -0.3011 -1.9839 2.8292
H -0.9573 -2.6462 0.3432
C -1.3508 4.1259 -0.3250
Ir -0.3294 0.0501 -0.0289
N -0.1414 2.7048 -1.5054
C -0.9189 3.8073 -1.5904
C 2.0960 -0.0327 1.9667
H -4.9999 0.6102 -4.1309
C -0.4704 -5.2073 -0.0429
H -2.0285 2.6183 -6.1382
H 1.6565 -6.3206 -2.1828
C -1.0019 -4.2958 -1.0017
H -1.0981 4.3011 -2.5284
H 1.4716 4.5341 -5.7869
C 1.8495 2.7628 -4.6171
C -0.7878 3.1443 0.4887
N 2.1231 -1.4993 0.3904
H -4.8079 1.1620 -2.4507
H -4.3247 -2.3087 0.3558
H 0.0137 -7.2415 0.3918
H 0.7681 4.1243 -3.4057
C -1.2970 -1.5582 2.9370
N -0.0626 2.2858 -0.2234
C 3.2828 -1.6493 1.0725
C -3.0014 0.7907 2.9253
N -3.0202 0.7620 -3.4845
N -1.7970 0.3189 -1.3989
*
```

This record from OMol25 describes a structure of composition C36H43MnN2PSb. The level of theory is wB97M-V/def2-TZVPD.

Values from the calculation:
Energy above the lowest of the compared OMol25 structures with the same formula, charge and spin ... 10.75 kJ/mol
Highest occupied orbital energy (spin up / spin down) ... -13.47 / -13.74 eV
Energy ... -3239.218402 Ha

ORCA input file:
```
! wB97M-V def2-TZVPD RIJCOSX def2/J DEFGRID3
* xyz 2 5
C -2.7023 -2.4772 4.2256
C -2.4436 0.3780 -3.8576
H 0.1473 -0.2370 2.8872
H 3.9076 1.8047 2.4630
C -2.2516 -2.6482 2.9258
C -1.1172 -0.6917 4.5581
C -3.6007 -3.9850 -1.9837
H -0.6771 0.0619 5.1974
C -1.2283 -1.8317 2.4419
C 0.0667 -0.6643 -3.6625
C -0.6601 -0.8567 3.2614
C 0.4501 3.8119 -2.2176
H 0.9268 4.3238 -3.0561
H -2.6919 -3.4104 2.2960
C 1.8063 -1.4319 -0.6137
H -0.4109 -4.4338 -0.9424
H 4.8635 -1.1377 -2.0127
H 2.2429 2.8827 -1.4838
C -1.3987 -3.9965 -1.0184
P -0.5207 -2.0959 0.8162
H -4.3287 -4.4171 -2.6571
H 3.6665 2.5919 0.9102
H -3.4392 0.7985 -3.8908
N -0.4964 -0.1424 -2.5547
H -2.7488 3.2491 2.5851
H -1.9656 3.2471 0.2005
H -1.1112 2.9215 3.1322
C -1.7463 0.3609 -2.6847
H -0.3700 4.4481 -1.8772
H 1.0570 -1.0854 -3.5447
C -1.2726 3.4467 1.0219
Sb 0.5146 2.3961 0.4299
H 2.6519 3.6137 3.6893
C 1.8575 2.3849 2.1165
C 3.2336 -3.2752 0.0838
H -1.9766 1.7188 2.1710
N -2.4831 -0.1541 -6.1976
H -2.4940 -1.3749 6.0506
H -0.3476 5.2078 1.9205
C -1.7466 -2.9026 -0.2278
C 2.8050 -0.9020 -1.3791
C 3.2176 1.8951 1.6214
H -4.9406 -2.4656 -1.2716
H 0.9876 4.0089 3.2875
H 0.0208 2.8815 -2.5994
C 4.0660 -1.5581 -1.4152
C -1.8447 -0.1530 -5.0206
H 2.6720 0.0108 -1.9578
H -3.3998 0.2462 -6.2942
H -3.4926 -3.1094 4.6068
Mn 0.2156 -0.2174 -0.5940
C -0.5473 -0.6850 -4.8840
C 2.3675 -4.9132 1.6523
H 1.4381 1.6291 2.7852
C -1.0958 4.9526 1.1701
H 0.3331 -4.6172 2.3406
H 1.4364 5.5355 -0.1698
C -3.9464 -2.8869 -1.2057
H 4.3385 -4.9642 0.8539
C -3.0217 -2.3399 -0.3320
C -1.8010 2.7902 2.2958
H -0.0325 -1.1123 -5.7335
C 1.9452 3.7112 2.8616
H 5.2283 -3.2077 -0.7512
H 2.5137 -5.8014 2.2514
H -3.3006 -1.4942 0.2876
C 3.3877 -4.4461 0.8688
C 1.4725 3.5645 -1.1107
H 2.5796 5.3615 -1.4941
H -2.0689 -5.3982 -2.4915
H -2.0418 5.3955 1.4907
C -2.1385 -1.5018 5.0369
C 1.9895 -2.6189 0.1302
H -2.1931 0.7772 -1.7858
H 3.1538 0.9136 1.1436
H -2.0470 -0.5190 -7.0264
H -0.8165 5.4301 0.2309
C 0.9456 -3.1204 0.9398
H 2.9492 4.6551 0.0710
H 2.3020 4.5202 2.2251
C -2.3311 -4.5377 -1.8911
C 4.2668 -2.7118 -0.7112
C 2.1420 4.8470 -0.6351
C 1.1235 -4.2427 1.7017
*
```

Q: The highest energy belongs to which entry?
A: C36H43IrN4O5S

Q: Look up the energy of the third one.
A: -3239.218402 Ha

Q: Among the records above, which one has the highest energy?
A: C36H43IrN4O5S

Q: The highest energy belongs to which entry?
A: C36H43IrN4O5S